Entry 1
Formula: CH14NO4
Source: OMol25
Level of theory: ωB97M-V/def2-TZVPD

Properties
**E_HOMO**: -14.76 eV
**Total charge**: +1

Each line ends with the natural charge from an NBO analysis.
Element x y z (Å)
C -0.2729 -0.4961 -2.8568  -0.41
N -0.1132 -0.2991 -1.2905  -0.70
H -0.5100 -1.5825 -2.9891  0.25
H 0.6703 -0.1667 -3.2671  0.23
H -1.2101 0.0813 -3.2204  0.25
H -0.9187 -0.3633 -0.7021  0.46
H 0.6410 -0.8455 -0.8543  0.43
H 0.2618 0.5820 -1.0337  0.45
H -0.7702 -3.3215 1.9443  0.46
H 0.6807 -3.8216 1.9659  0.49
O 0.0234 -3.3080 1.3900  -0.96
H 1.7255 4.7210 2.2090  0.48
H 2.2105 3.4226 2.7866  0.47
O 1.5703 3.8339 2.3440  -0.95
H 1.4432 2.1303 0.7117  0.50
H 1.5783 2.4844 -0.7034  0.49
O 1.0731 1.9519 -0.1105  -0.97
H -2.2144 -2.4843 0.6326  0.49
H -3.2425 -1.3785 0.2123  0.49
O -2.4064 -1.7762 -0.0633  -0.97

Entry 2
Formula: CH14NO4
Source: OMol25
Level of theory: ωB97M-V/def2-TZVPD

Properties
**E_HOMO**: -14.84 eV
**Total charge**: +1

Each line ends with the natural charge from an NBO analysis.
Element x y z (Å)
C 0.0878 1.0276 2.2499  -0.41
N 0.7946 1.5153 1.0037  -0.69
H -0.9554 1.1719 1.9701  0.25
H 0.2238 1.8238 2.9874  0.22
H 0.4350 0.0771 2.6230  0.24
H 1.7912 1.5513 1.2081  0.44
H 0.7351 1.0174 0.1038  0.50
H 0.2943 2.3708 0.7832  0.43
H -0.0181 0.5890 -2.5292  0.49
H 0.2358 2.0180 -2.2612  0.48
O 0.4407 1.1403 -1.8953  -0.96
H 1.4600 -3.9771 -1.5428  0.49
H 0.2270 -4.2784 -0.7185  0.49
O 0.7905 -3.5516 -1.0015  -0.97
H 0.9870 -1.8981 0.4163  0.50
H 0.8479 -1.2889 -0.8966  0.49
O 0.8687 -1.0188 0.0354  -0.99
H -3.3957 0.4776 -0.3620  0.48
H -2.9276 1.9080 -0.4173  0.47
O -2.8628 1.1121 0.1256  -0.95

Entry 3
Formula: CH14NO4
Source: OMol25
Level of theory: ωB97M-V/def2-TZVPD

Properties
**E_HOMO**: -14.74 eV
**Total charge**: +1

Each line ends with the natural charge from an NBO analysis.
Element x y z (Å)
C -0.7715 -1.3156 1.1040  -0.44
N 0.6087 -1.2634 0.6958  -0.71
H -0.7959 -1.3275 2.1903  0.23
H -1.1490 -0.3918 0.7064  0.22
H -1.5326 -2.0606 0.5717  0.27
H 0.7773 -1.0423 -0.3092  0.47
H 1.1489 -2.2627 0.7517  0.44
H 1.2223 -0.5843 1.1636  0.47
H -2.9661 -1.8325 -3.2226  0.50
H -3.0054 -0.3216 -3.2795  0.49
O -2.3762 -1.0132 -3.0449  -0.97
H -0.1824 4.4610 1.9573  0.49
H 0.9139 4.3926 3.0419  0.48
O 0.7935 4.0933 2.1376  -0.96
H 1.5046 2.0664 1.5444  0.52
H 2.8668 1.4460 1.6041  0.49
O 2.0039 1.2495 1.2259  -1.00
H -0.8515 -1.4715 -2.2952  0.51
H 0.3917 -2.3986 -2.6859  0.49
O -0.1680 -2.0715 -1.9727  -1.01

Most stable structure among those shown: entry 2.